# 1
ORCA calculation (wB97M-V/def2-TZVPD) on C38H52As2NO6RuS2Si3 as an isolated structure.

Structure (XYZ):
```
105
Properties=species:S:1:pos:R:3:mulliken_charge:R:1
Ru 0.133 0.694 0.023 -2.37
O 2.692 1.940 3.709 -0.70
As 1.215 2.551 2.869 1.24
O 1.428 4.165 2.814 -0.97
O 1.365 1.620 1.433 0.53
C 0.036 1.739 4.209 -0.17
C 0.572 1.356 5.435 -0.61
C -0.235 0.761 6.396 -0.61
C -1.579 0.529 6.141 -0.62
C -2.123 0.904 4.923 -0.44
C -1.317 1.512 3.975 -0.13
S -1.957 1.975 2.382 1.37
O -3.375 2.215 2.515 -0.83
O -1.637 0.788 1.567 -0.38
O -1.142 3.138 2.061 -0.74
H 3.440 2.236 3.177 0.29
H 1.623 1.519 5.624 0.47
H 0.194 0.468 7.347 0.36
H -2.201 0.053 6.890 0.38
H -3.169 0.745 4.695 0.48
C 4.097 2.479 0.706 -1.46
Si 3.378 0.777 0.275 0.39
C 3.391 -0.471 1.695 -0.96
C 4.973 0.142 -0.659 -1.21
C 2.013 0.632 -1.019 1.54
Si 2.035 2.101 -2.196 0.77
C 3.737 2.329 -3.038 -1.43
C 0.946 1.847 -3.723 -1.02
C 1.757 3.771 -1.375 -0.93
Si 1.978 -0.988 -1.875 -0.45
C 2.927 -1.154 -3.505 -1.28
C 2.531 -2.534 -0.952 -0.61
C 0.133 -1.302 -2.223 0.56
C -0.381 -2.360 -2.968 -0.58
C -1.746 -2.581 -3.011 -0.36
C -2.588 -1.715 -2.331 -1.22
C -2.025 -0.664 -1.631 -0.88
N -0.706 -0.470 -1.576 1.53
H 4.933 2.322 1.400 0.42
H 3.414 3.216 1.131 0.38
H 4.529 2.919 -0.197 0.35
H 3.967 -0.075 2.536 0.51
H 3.864 -1.399 1.367 0.42
H 2.390 -0.688 2.065 -0.05
H 5.845 0.274 -0.006 0.40
H 5.173 0.690 -1.583 0.24
H 4.926 -0.921 -0.910 0.33
H 4.079 1.433 -3.560 0.28
H 4.518 2.633 -2.338 0.37
H 3.630 3.129 -3.780 0.38
H 1.449 1.204 -4.452 0.25
H 0.775 2.819 -4.195 0.42
H -0.030 1.426 -3.487 0.15
H 2.691 4.341 -1.360 0.32
H 1.395 3.678 -0.350 0.19
H 1.008 4.343 -1.928 0.25
H 3.982 -0.939 -3.315 0.31
H 2.579 -0.486 -4.293 0.32
H 2.859 -2.183 -3.872 0.35
H 3.611 -2.676 -1.030 0.47
H 2.043 -3.410 -1.393 0.29
H 2.254 -2.497 0.098 -0.39
H 0.303 -3.026 -3.481 0.40
H -2.150 -3.427 -3.557 0.41
H -3.660 -1.857 -2.317 0.44
H -2.623 0.050 -1.079 0.55
C -2.960 5.355 -1.098 -0.80
As -2.308 4.755 -2.845 0.52
C -3.691 3.401 -3.179 -0.88
C -3.220 6.181 -3.879 -1.23
S -0.987 2.311 -0.956 0.23
H -4.039 5.521 -1.128 0.38
H -2.455 6.284 -0.831 0.34
H -2.716 4.605 -0.347 0.09
H -4.688 3.836 -3.076 0.40
H -3.558 2.596 -2.459 0.15
H -3.569 2.996 -4.184 0.31
H -4.262 6.283 -3.566 0.31
H -3.189 5.942 -4.943 0.37
H -2.709 7.133 -3.728 0.36
C 0.100 -1.155 0.810 -0.62
C -0.510 -2.223 0.995 0.82
C -1.184 -3.405 1.173 -0.35
C -2.446 -3.400 1.912 0.57
C -3.014 -2.172 2.303 -0.13
C -4.200 -2.132 3.010 -0.67
C -4.863 -3.307 3.357 -0.49
C -4.306 -4.526 2.994 -0.78
C -3.115 -4.575 2.286 -0.38
C -0.637 -4.628 0.554 0.22
C -1.436 -5.507 -0.184 -0.30
C -0.888 -6.618 -0.808 -0.82
C 0.472 -6.879 -0.706 -0.51
C 1.278 -6.011 0.018 -0.58
C 0.731 -4.899 0.639 -0.36
H -2.499 -1.250 2.053 0.18
H -4.608 -1.170 3.297 0.46
H -5.794 -3.272 3.910 0.37
H -4.799 -5.452 3.271 0.36
H -2.686 -5.538 2.038 0.49
H -2.493 -5.294 -0.290 0.57
H -1.525 -7.275 -1.389 0.38
H 0.901 -7.746 -1.195 0.38
H 2.344 -6.193 0.094 0.40
H 1.360 -4.209 1.187 0.52
```

spin multiplicity	2
LUMO energy (alpha / beta)	3.667 / 3.661	eV
expectation value of S²	0.76
frontier orbital gap (alpha / beta)	4.95 / 4.81	eV
E	-223590.3398	eV
HOMO (alpha / beta)	-1.3 / -1.2	eV
net charge	-2

---

# 2
ORCA calculation (wB97M-V/def2-TZVPD) on a 12-piece molecular cluster, C38H52F12O26 overall.

Structure (XYZ):
```
128
Properties=species:S:1:pos:R:3:mulliken_charge:R:1
O -2.435 -2.488 -1.724 -0.28
C -2.748 -2.134 -2.807 0.33
O -3.915 -1.671 -3.269 -0.32
C -3.711 -0.842 -4.453 -0.40
C -2.171 -1.023 -4.727 0.28
F -1.499 0.118 -4.333 -0.25
O -1.795 -2.097 -3.887 -0.21
H -4.289 -1.136 -5.315 0.32
H -3.922 0.104 -4.070 0.20
H -1.861 -1.168 -5.739 0.35
O -2.011 -0.902 1.078 -0.27
C -1.054 -0.798 0.375 0.19
O -0.812 0.165 -0.574 0.14
C 0.285 -0.216 -1.372 0.85
C 1.058 -1.087 -0.404 0.28
F 1.823 -0.197 0.335 -0.36
O 0.065 -1.634 0.397 -0.26
H -0.060 -0.871 -2.177 -0.11
H 0.850 0.673 -1.663 -0.39
H 1.693 -1.848 -0.823 -0.07
O 3.059 -1.230 -6.924 -0.51
C 3.373 -1.414 -5.816 0.42
O 4.324 -0.871 -5.111 -0.34
C 4.459 -1.481 -3.856 -0.29
C 3.118 -2.271 -3.739 0.26
F 2.206 -1.568 -2.984 0.15
O 2.643 -2.319 -5.024 -0.45
H 5.358 -2.057 -3.741 0.36
H 4.538 -0.679 -3.146 0.11
H 3.330 -3.199 -3.231 0.44
O 5.156 -3.226 -1.461 -0.53
C 5.422 -2.271 -0.795 0.55
O 5.190 -0.997 -1.092 -0.16
C 5.780 -0.173 -0.121 0.52
C 6.037 -1.167 1.105 0.24
F 5.101 -0.962 2.040 -0.20
O 5.943 -2.434 0.401 -0.37
H 6.698 0.237 -0.570 0.29
H 5.143 0.706 0.110 -0.46
H 7.016 -1.143 1.602 0.26
O -5.782 2.003 3.461 -0.49
C -4.646 1.859 3.729 0.33
O -3.737 1.204 2.947 0.05
C -2.527 0.944 3.796 0.83
C -2.758 1.701 5.103 0.43
F -1.909 2.815 4.958 -0.34
O -4.105 2.112 4.975 -0.40
H -2.465 -0.144 3.941 -0.58
H -1.609 1.336 3.350 -0.26
H -2.483 1.217 5.989 0.40
O -8.886 -2.217 1.907 -0.52
C -8.159 -1.449 1.378 0.63
O -7.037 -1.773 0.734 -0.36
C -6.383 -0.602 0.227 0.60
C -7.494 0.464 0.262 0.46
F -8.062 0.583 -1.016 -0.35
O -8.400 -0.097 1.155 -0.34
H -5.496 -0.274 0.874 -0.31
H -6.002 -0.769 -0.820 -0.11
H -7.312 1.543 0.443 0.25
C 5.941 5.563 -2.992 -1.04
C 4.450 5.689 -2.981 -0.29
O 3.759 4.445 -2.573 -0.28
C 3.547 3.559 -3.575 -0.07
O 3.734 3.730 -4.749 -0.54
C 3.075 2.258 -2.928 1.13
F 1.730 2.233 -2.784 -0.31
F 3.421 1.228 -3.732 -0.28
F 3.651 2.160 -1.709 -0.14
H 6.320 5.020 -3.864 0.33
H 6.218 5.053 -2.036 0.21
H 6.415 6.564 -2.916 0.38
H 4.114 5.972 -3.951 0.35
H 4.149 6.406 -2.231 0.37
C 1.676 2.596 2.160 -0.46
C 3.101 2.235 2.789 0.33
O 3.899 3.395 2.757 -0.35
C 4.678 3.472 1.657 0.11
O 4.796 2.693 0.754 -0.44
C 5.422 4.841 1.734 0.90
F 6.410 4.981 0.863 -0.24
F 4.562 5.785 1.558 -0.26
F 5.957 5.042 2.945 -0.28
H 1.908 2.808 1.096 0.03
H 1.124 3.529 2.451 0.38
H 0.941 1.777 2.140 -0.08
H 3.438 1.370 2.184 -0.16
H 2.910 1.927 3.811 0.37
C 0.318 -4.766 -3.352 -0.98
C 0.649 -4.548 -1.819 1.02
C -0.402 -5.083 -0.847 -1.29
O 1.638 -3.964 -1.437 -0.48
H 0.710 -3.964 -3.896 0.12
H -0.815 -4.898 -3.452 0.25
H 0.780 -5.678 -3.762 0.43
H -1.068 -4.292 -0.609 0.14
H 0.121 -5.371 0.064 0.39
H -1.011 -5.929 -1.095 0.43
C 0.103 -1.954 3.748 -0.33
C 0.218 -0.858 4.887 0.79
C 0.101 -1.234 6.319 -1.39
O 0.376 0.323 4.539 -0.50
H -0.362 -1.512 2.840 -0.33
H -0.411 -2.903 3.948 0.23
H 1.123 -2.132 3.520 0.51
H -0.887 -1.730 6.426 0.26
H 0.133 -0.362 6.953 0.36
H 0.847 -1.931 6.669 0.40
C -3.471 2.157 -0.147 -0.86
C -3.499 1.967 -1.673 0.83
C -2.558 2.835 -2.562 -0.91
O -4.168 1.067 -2.181 -0.52
H -2.520 2.552 0.234 0.26
H -3.681 1.287 0.448 -0.24
H -4.182 2.879 0.110 0.78
H -1.552 2.379 -2.399 -0.13
H -2.402 3.836 -2.149 0.39
H -2.693 2.797 -3.617 0.40
C -5.694 -2.494 3.945 -1.02
C -4.192 -2.742 4.351 0.88
C -3.430 -3.677 3.479 -0.80
O -3.693 -2.134 5.259 -0.59
H -6.063 -1.478 4.260 0.28
H -6.216 -3.287 4.544 0.39
H -5.919 -2.751 2.913 0.22
H -3.083 -3.077 2.614 -0.02
H -4.011 -4.482 3.054 0.44
H -2.609 -4.060 4.105 0.27
```

spin multiplicity	1
LUMO energy	0.279	eV
structure (SMILES)	O=C1OC[C@@H](F)O1.O=C1OC[C@@H](F)O1.O=C1OC[C@@H](F)O1.O=C1OC[C@@H](F)O1.O=C1OC[C@@H](F)O1.O=C1OC[C@@H](F)O1.CCOC(=O)C(F)(F)F.CCOC(=O)C(F)(F)F.CC(C)=O.CC(C)=O.CC(C)=O.CC(C)=O
frontier orbital gap	10.08	eV
E	-126094.4916	eV
HOMO	-9.8	eV

---

Summary of strongest force on any atom in eV/Å
2.57, 4.37
(order as listed above)